Record 1
Entry from OMol25: a 3-piece molecular cluster, C23H34BF13N3O8S overall (the ωB97M-V functional and the def2-TZVPD basis).

Structure (XYZ):
```
83
Properties=species:S:1:pos:R:3:lowdin_charge:R:1
C -4.46 3.15 0.90 -0.06
C -3.65 1.81 0.98 -0.21
N -2.21 1.99 0.66 0.01
C -1.87 1.55 -0.66 -0.17
C -0.95 0.28 -0.70 -0.12
B -1.75 -1.01 -0.16 -0.55
O -2.30 -1.01 1.13 0.16
O -1.96 -2.12 -0.94 0.09
C -0.72 -2.88 -0.92 -0.19
C -0.51 -3.68 0.40 -0.04
O 0.29 0.48 -0.01 -0.06
C 1.05 1.52 -0.62 -0.28
C 2.41 1.75 0.09 -0.06
C 2.22 1.46 1.59 -0.05
C 3.22 2.24 2.49 -0.43
F 4.38 1.52 2.44 0.11
F 3.53 3.46 2.01 0.14
C 2.82 2.26 3.99 -0.35
F 3.84 2.87 4.64 0.16
F 2.82 0.98 4.42 0.16
C 1.52 3.07 4.34 -0.35
F 1.83 4.09 5.13 0.18
F 1.07 3.66 3.19 0.12
C 0.31 2.24 4.88 -0.43
F 0.12 1.12 4.17 0.14
F -0.79 2.97 4.63 0.12
S 0.27 1.86 6.72 0.80
F -1.30 1.57 6.59 -0.13
F 0.50 0.30 6.39 -0.14
F 1.85 2.00 6.86 -0.11
F 0.00 3.37 7.09 -0.10
F 0.19 1.50 8.25 -0.10
C 0.23 2.85 -0.61 -0.01
N -1.06 2.68 -1.33 0.02
O -1.80 3.88 -1.11 0.06
C -1.63 4.70 -2.13 -0.28
N -1.76 5.31 -3.07 0.24
H -3.89 3.88 0.30 0.05
H -5.44 3.00 0.43 0.08
H -4.57 3.55 1.91 0.08
H -4.12 1.01 0.39 0.12
H -3.68 1.51 2.04 0.12
H -1.65 1.47 1.33 0.11
H -2.75 1.42 -1.31 0.19
H -0.73 0.10 -1.78 0.15
H -1.54 -1.05 1.74 0.13
H 0.15 -2.20 -1.05 0.12
H -0.67 -3.60 -1.76 0.12
H 0.40 -3.30 0.92 0.08
H -1.33 -3.55 1.13 0.08
H -0.38 -4.76 0.23 0.07
H 1.19 1.23 -1.68 0.15
H 2.76 2.77 -0.14 0.13
H 3.12 1.01 -0.31 0.14
H 1.20 1.64 1.96 0.11
H 2.43 0.41 1.81 0.15
H 0.84 3.57 -1.19 0.15
H 0.06 3.20 0.41 0.15
H -0.96 2.53 -2.34 0.17
O -1.14 -5.98 -2.50 0.12
C -0.49 -6.90 -2.10 -0.48
O -0.12 -7.05 -0.81 0.01
C 0.74 -8.20 -0.67 -0.15
C 0.43 -9.07 -1.88 -0.16
C 0.07 -8.04 -2.94 -0.07
H 1.78 -7.86 -0.66 0.13
H 0.52 -8.70 0.27 0.13
H 1.25 -9.72 -2.16 0.12
H -0.44 -9.69 -1.67 0.12
H 0.95 -7.68 -3.47 0.13
H -0.68 -8.41 -3.63 0.13
O 0.18 -0.80 -4.59 0.16
C 0.46 0.34 -4.79 -0.46
O 0.23 1.34 -3.86 -0.05
C 0.58 2.62 -4.44 -0.17
C 1.54 2.30 -5.57 -0.14
C 1.05 0.94 -6.05 -0.06
H -0.34 3.09 -4.80 0.13
H 1.03 3.25 -3.68 0.12
H 1.55 3.06 -6.35 0.13
H 2.55 2.21 -5.18 0.13
H 0.26 1.02 -6.80 0.14
H 1.86 0.32 -6.42 0.14
```

Its net charge is +1. The calculation puts the largest force on an atom at 3.82 eV/Å. For the HOMO energy, the calculation gives -12.028 eV. The value obtained for the gap between HOMO and LUMO is 9.3370 eV. The lowest unoccupied orbital energy comes out at -2.7 eV.

=====

Record 2
Entry from OMol25: C23H34IO28PS7 as an isolated structure (the ωB97M-V functional and the def2-TZVPD basis).

Structure (XYZ):
```
94
Properties=species:S:1:pos:R:3:lowdin_charge:R:1
O 0.07 -2.25 2.79 -0.15
C -0.70 -2.16 1.67 -0.65
I -1.61 -4.02 0.97 0.87
C -0.82 -0.68 0.97 -0.12
C -2.32 -0.24 0.50 -0.07
C -3.08 -1.01 -0.57 0.04
C -4.59 -0.53 -1.00 -0.18
O -5.08 -0.72 -2.23 -0.03
C -5.52 0.28 0.14 -0.11
C -7.14 0.08 0.02 -0.06
C -7.36 -1.56 0.69 -0.11
C -6.28 -1.93 2.00 -0.11
O -7.89 -1.62 2.15 -0.21
C -4.82 1.11 1.18 -0.23
P -5.82 2.10 2.47 0.32
S -6.48 1.06 3.98 0.12
C -3.15 1.09 1.09 -0.16
O -2.43 2.17 1.46 -0.06
H -0.47 0.11 1.80 0.15
H -0.13 -0.64 0.02 0.13
H -2.63 -1.97 -1.10 0.09
H -7.51 0.00 -1.10 0.12
H -7.78 0.79 0.69 0.10
H -7.63 -2.48 -0.12 0.19
H -6.02 -2.92 1.38 0.06
H -6.49 -2.54 2.95 0.14
H -7.01 2.62 1.79 -0.02
H -5.13 3.28 2.99 -0.01
C 1.49 4.25 -0.30 -0.18
C 0.89 3.06 0.45 -0.16
O 1.42 1.90 -0.20 -0.21
S 2.92 2.24 -0.75 0.68
O 3.88 1.76 0.21 -0.24
O 2.97 1.91 -2.16 -0.24
O 2.83 3.87 -0.61 -0.18
H 0.96 4.43 -1.24 0.11
H 1.48 5.16 0.31 0.13
H -0.20 3.05 0.42 0.12
H 1.23 3.04 1.50 0.14
C -0.70 -6.84 5.11 -0.17
C -1.55 -5.59 5.31 -0.17
O -2.65 -5.74 4.41 -0.22
S -3.00 -7.32 4.26 0.67
O -4.09 -7.63 5.15 -0.24
O -3.01 -7.66 2.85 -0.25
O -1.63 -7.91 4.92 -0.19
H -0.08 -6.76 4.21 0.13
H -0.06 -7.04 5.97 0.14
H -1.00 -4.67 5.09 0.14
H -1.95 -5.55 6.33 0.13
C 4.65 -1.31 -2.29 -0.15
C 5.10 -1.20 -3.74 -0.16
O 5.56 -2.51 -4.09 -0.19
S 4.68 -3.61 -3.26 0.70
O 3.63 -4.09 -4.12 -0.23
O 5.60 -4.49 -2.57 -0.23
O 4.03 -2.58 -2.17 -0.31
H 5.51 -1.28 -1.61 0.14
H 3.95 -0.51 -2.01 0.11
H 5.90 -0.47 -3.88 0.14
H 4.26 -0.95 -4.40 0.13
C 5.40 1.56 2.84 -0.19
C 6.23 0.28 2.76 -0.17
O 7.47 0.61 3.39 -0.19
S 7.20 1.69 4.57 0.68
O 7.11 0.98 5.83 -0.24
O 8.08 2.82 4.37 -0.24
O 5.69 2.12 4.12 -0.19
H 5.70 2.28 2.08 0.13
H 4.33 1.36 2.75 0.13
H 6.40 -0.04 1.73 0.13
H 5.77 -0.53 3.33 0.13
C -1.20 7.38 -4.19 -0.17
C -0.37 6.10 -4.27 -0.18
O 0.87 6.43 -3.65 -0.19
S 0.60 7.52 -2.46 0.69
O 0.51 6.80 -1.21 -0.25
O 1.48 8.64 -2.67 -0.22
O -0.91 7.94 -2.91 -0.19
H -0.90 8.10 -4.96 0.14
H -2.27 7.18 -4.28 0.14
H -0.20 5.78 -5.30 0.14
H -0.83 5.29 -3.70 0.13
C -0.11 -0.63 -3.78 -0.17
C 0.54 -1.28 -5.00 -0.16
O 1.67 -1.99 -4.49 -0.20
S 1.32 -2.52 -2.99 0.70
O 0.89 -3.90 -3.09 -0.22
O 2.37 -2.08 -2.10 -0.25
O 0.00 -1.59 -2.74 -0.22
H 0.44 0.27 -3.48 0.13
H -1.16 -0.38 -3.96 0.14
H 0.86 -0.54 -5.75 0.14
H -0.13 -2.00 -5.47 0.14
```

The calculation puts the largest force on an atom at 10.78 eV/Å. For the HOMO energy, the calculation gives -8.791 eV. The value obtained for the gap between HOMO and LUMO is 6.2416 eV. The lowest unoccupied orbital energy comes out at -2.5 eV.

=====

Record 3
Entry from OMol25: an isolated molecule of C23H34N2O3 (the ωB97M-V functional and the def2-TZVPD basis).

Structure (XYZ):
```
62
Properties=species:S:1:pos:R:3:nbo_charge:R:1
C -6.36 -1.78 1.69 -0.61
C -5.59 -2.91 1.02 -0.39
C -4.19 -2.56 0.54 -0.04
C -3.72 -3.56 -0.51 -0.60
C -3.89 -1.10 0.08 -0.39
C -2.57 -1.13 0.89 -0.32
C -2.30 0.07 1.76 0.69
O -3.19 0.73 2.28 -0.64
N -1.00 0.37 1.96 -0.43
C 0.27 -0.16 1.47 -0.24
C 0.96 1.04 2.19 0.26
C 1.67 2.03 1.29 -0.41
C 3.06 1.38 1.16 -0.35
C 3.14 0.48 -0.07 0.70
O 3.13 -0.74 -0.01 -0.66
N 3.18 1.11 -1.25 -0.46
C 3.23 0.41 -2.54 -0.05
C 4.72 0.12 -2.71 -0.44
C 5.26 1.57 -2.69 -0.16
C 4.53 2.64 -2.33 -0.22
C 3.16 2.49 -1.64 -0.07
C 1.84 2.58 -2.53 -0.42
C 1.01 1.24 -2.52 -0.40
C 1.82 -0.11 -2.75 -0.39
C 3.18 0.58 2.47 -0.08
O 1.93 0.71 3.16 -0.51
C -0.41 1.42 2.78 -0.21
C -3.12 -2.37 1.65 -0.38
H -7.28 -2.16 2.14 0.21
H -5.78 -1.30 2.48 0.21
H -6.64 -1.01 0.98 0.20
H -5.50 -3.76 1.71 0.20
H -6.18 -3.28 0.17 0.20
H -2.69 -3.37 -0.82 0.20
H -3.77 -4.58 -0.13 0.21
H -4.35 -3.49 -1.40 0.21
H -3.81 -0.94 -0.99 0.20
H -4.57 -0.37 0.52 0.24
H -1.71 -1.38 0.28 0.21
H 0.55 -1.13 1.90 0.21
H 0.37 -0.20 0.39 0.20
H 1.16 2.18 0.34 0.22
H 1.73 2.99 1.81 0.22
H 3.84 2.14 1.09 0.23
H 3.18 1.19 -3.28 0.21
H 4.98 -0.33 -3.67 0.22
H 5.13 -0.50 -1.91 0.24
H 6.26 1.73 -3.08 0.21
H 4.95 3.63 -2.45 0.22
H 3.10 3.17 -0.79 0.22
H 1.20 3.37 -2.14 0.22
H 2.10 2.86 -3.55 0.21
H 0.22 1.33 -3.25 0.22
H 0.51 1.16 -1.55 0.20
H 1.68 -0.47 -3.77 0.21
H 1.51 -0.88 -2.06 0.23
H 3.38 -0.47 2.24 0.21
H 3.95 0.96 3.13 0.19
H -0.77 2.42 2.55 0.20
H -0.49 1.23 3.85 0.21
H -3.57 -2.07 2.60 0.22
H -2.43 -3.19 1.82 0.20
```

The calculation puts the largest force on an atom at 0.35 eV/Å. The energy above the lowest of the compared OMol25 structures with the same formula, charge and spin is 397.8 kJ/mol. For the HOMO energy, the calculation gives -9.079 eV. The value obtained for the gap between HOMO and LUMO is 9.6761 eV. As for the SMILES: CC[C@]1(C)C[C@H](C(=O)N2CC3(C[C@H](C(=O)N4[C@H]5CC=C[C@H]4CCC5)CO3)C2)C1. The lowest unoccupied orbital energy comes out at 0.6 eV.